Formula: C3H5NO2
Source: the Open Molecules 2025 dataset
Level of theory: wB97M-V/def2-TZVPD

Properties
SMILES: CNC(=O)C=O
HOMO-LUMO gap, eV: 10.12
DFT total energy, eV: -8776.061
E_HOMO, eV: -9.6
Energy above the lowest of the compared OMol25 structures with the same formula, charge and spin, kcal/mol: 37.67

The geometry in XYZ format:
```
11
Properties=species:S:1:pos:R:3:nbo_charge:R:1
C 0.94009 -0.41501 1.37830 -0.4195
N -0.02269 -0.30570 0.25243 -0.6101
C -0.14594 0.65302 -0.69208 0.5892
O 0.43877 1.69638 -0.86876 -0.5834
C -1.37722 0.24587 -1.63264 0.3232
O -1.41739 -0.71304 -2.36915 -0.4837
H 1.92962 -0.75565 1.03827 0.2144
H 1.08841 0.54726 1.88745 0.2182
H 0.59747 -1.13415 2.13028 0.2187
H -0.90410 -0.77634 0.05562 0.4051
H -2.21035 0.97591 -1.61019 0.1280
```